DFT (wB97M-V/def2-TZVPD) results for 2 unconnected molecules or ions with the total composition C6H11FO2 in a non-equilibrium geometry.

The geometry in XYZ format:
```
20
Properties=species:S:1:pos:R:3:nbo_charge:R:1
C -2.909 0.417 1.161 -0.510
C -2.678 -0.225 0.033 0.430
C 1.221 0.002 0.361 0.426
C -2.102 -1.582 -0.157 -0.680
C 1.159 2.287 -0.118 -0.251
C 3.127 -1.154 -0.487 -0.289
O 1.834 1.053 -0.214 -0.548
O 1.885 -1.094 0.222 -0.501
F -2.950 0.393 -1.145 -0.350
H -3.303 1.416 1.171 0.211
H -2.705 -0.050 2.104 0.211
H -1.146 -1.498 -0.669 0.233
H -2.769 -2.186 -0.773 0.221
H -1.945 -2.066 0.799 0.229
H 1.072 2.707 -1.122 0.187
H 1.748 2.966 0.502 0.184
H 0.170 2.145 0.320 0.207
H 3.515 -2.161 -0.345 0.199
H 3.829 -0.415 -0.098 0.197
H 2.945 -0.956 -1.545 0.194
```

* total charge: 0
* Kohn-Sham gap: 9.76 eV
* E_LUMO: 0.903 eV
* energy above the lowest of the compared OMol25 structures with the same formula, charge and spin: 48.1 kcal/mol
* E_HOMO: -8.9 eV

---

DFT (wB97M-V/def2-TZVPD) results for C6H11I in the gas phase in a non-equilibrium geometry.

The geometry in XYZ format:
```
18
Properties=species:S:1:pos:R:3:nbo_charge:R:1
C -2.167 -1.699 0.837 -0.446
C -2.357 -0.562 0.209 -0.104
C 1.056 1.453 0.463 -0.594
C 0.774 -0.776 -0.633 -0.607
C -1.243 0.608 -0.070 -0.447
C 0.166 0.214 0.357 -0.232
I -4.266 -0.029 -0.546 0.175
H -2.968 -2.402 0.994 0.192
H -1.202 -1.981 1.224 0.190
H 1.130 1.961 -0.495 0.202
H 2.057 1.156 0.768 0.209
H 0.662 2.150 1.199 0.208
H 1.004 -0.274 -1.571 0.205
H 1.697 -1.194 -0.238 0.210
H 0.086 -1.592 -0.843 0.210
H -1.280 0.827 -1.136 0.216
H -1.595 1.480 0.482 0.217
H 0.116 -0.243 1.350 0.195
```

* ⟨S²⟩: 2.0102
* spin multiplicity: 3
* total charge: 0
* Kohn-Sham gap (alpha / beta): 5.74 / 7.27 eV
* E_LUMO (alpha / beta): 0.530 / -2.465 eV
* energy above the lowest of the compared OMol25 structures with the same formula, charge and spin: 0.0 kcal/mol
* E_HOMO (alpha / beta): -5.2 / -9.7 eV

---

DFT (wB97M-V/def2-TZVPD) results for a molecular structure, C6H11IrN5O4SbSe4 in a non-equilibrium geometry.

The geometry in XYZ format:
```
32
Properties=species:S:1:pos:R:3:nbo_charge:R:1
Ir -1.830 0.065 0.477 0.868
O 1.273 2.529 -0.737 -0.649
C 0.163 2.017 -0.643 0.647
O -0.522 1.830 0.448 -0.723
C -0.559 1.487 -1.926 0.651
O 0.080 1.421 -2.994 -0.736
O -1.758 1.093 -1.688 -0.778
Se -5.722 -0.397 5.225 -0.699
Sb -5.130 1.278 3.592 0.750
Se -4.089 -0.505 0.913 -0.164
Se -2.710 0.219 2.677 -0.120
Se -4.575 3.376 4.722 -0.430
C 2.644 0.391 1.486 -0.421
N 2.330 -0.277 0.236 -0.410
C 3.441 -0.885 -0.481 -0.396
C 1.051 -0.658 0.027 0.668
N 0.136 -0.688 0.943 -0.730
N 0.752 -0.987 -1.282 -0.636
C -0.481 -1.399 -1.762 0.665
N -0.535 -1.489 -3.114 -0.818
N -1.431 -1.710 -0.950 -0.793
H 3.548 0.978 1.341 0.216
H 2.806 -0.310 2.314 0.178
H 1.841 1.084 1.734 0.253
H 4.328 -0.281 -0.308 0.214
H 3.273 -0.913 -1.555 0.204
H 3.640 -1.905 -0.137 0.189
H 0.475 -0.504 1.873 0.385
H 1.361 -0.584 -1.977 0.429
H -0.055 -0.706 -3.567 0.428
H -1.483 -1.551 -3.449 0.393
H -2.261 -2.018 -1.439 0.366
```

* ⟨S²⟩: 1.1580
* spin multiplicity: 2
* total charge: -1
* Kohn-Sham gap (alpha / beta): 5.95 / 5.02 eV
* E_LUMO (alpha / beta): 1.341 / 0.456 eV
* energy above the lowest of the compared OMol25 structures with the same formula, charge and spin: 96.4 kcal/mol
* E_HOMO (alpha / beta): -4.6 / -4.6 eV

---

DFT (wB97M-V/def2-TZVPD) results for a molecular structure, C6H11MgN3O3PS in a non-equilibrium geometry.

The geometry in XYZ format:
```
26
Properties=species:S:1:pos:R:3:nbo_charge:R:1
C 3.447 0.122 0.662 -0.604
C 2.000 0.055 0.164 -0.437
C 1.052 0.222 1.365 -0.233
N -0.212 0.915 1.110 -0.621
C -1.187 0.302 0.287 -0.127
N -2.541 0.403 0.964 -0.512
C -3.107 1.463 0.908 0.205
S -4.080 2.626 0.640 0.142
C -1.398 1.038 -1.112 0.749
O -0.813 2.035 -1.381 -0.564
O -2.285 0.471 -1.873 -1.022
P -0.960 -1.532 -0.025 1.273
N -0.446 -1.514 -1.672 -1.311
O -2.471 -2.093 -0.119 -0.991
H 4.104 -0.479 0.050 0.216
H 3.517 -0.212 1.687 0.211
H 3.806 1.140 0.620 0.220
H 1.841 0.844 -0.562 0.211
H 1.830 -0.923 -0.276 0.171
H 0.922 -0.711 1.893 0.208
H 1.588 0.855 2.062 0.218
H 0.015 1.841 0.770 0.400
H 0.108 -2.313 -1.960 0.427
H 0.081 -0.673 -1.898 0.437
H -2.626 -2.711 0.602 0.536
Mg -2.185 -1.170 -2.905 1.797
```

* total charge: +1
* Kohn-Sham gap: 5.00 eV
* E_LUMO: -6.662 eV
* E_HOMO: -11.7 eV

---

DFT (wB97M-V/def2-TZVPD) results for 2 unconnected molecules or ions with the total composition C6H11N in a non-equilibrium geometry.

The geometry in XYZ format:
```
18
Properties=species:S:1:pos:R:3:nbo_charge:R:1
C -0.475 1.434 -0.726 -0.403
C -0.359 0.373 0.069 0.050
C 0.894 -0.443 0.269 -0.452
C 2.113 0.020 -0.516 -0.606
C -1.554 -0.107 0.875 -0.543
C -1.272 0.026 2.311 0.290
N -0.989 0.156 3.425 -0.327
H -1.420 1.965 -0.820 0.201
H 0.360 1.821 -1.301 0.208
H 1.130 -0.462 1.343 0.229
H 0.658 -1.485 0.004 0.213
H 1.914 0.014 -1.593 0.206
H 2.961 -0.646 -0.325 0.219
H 2.410 1.033 -0.226 0.211
H -1.771 -1.162 0.661 0.253
H -2.453 0.470 0.636 0.255
H -1.166 -1.865 -2.023 -0.007
H -0.983 -1.144 -2.065 0.005
```

* total charge: 0
* Kohn-Sham gap: 11.06 eV
* E_LUMO: 0.959 eV
* energy above the lowest of the compared OMol25 structures with the same formula, charge and spin: 37.7 kcal/mol
* E_HOMO: -10.1 eV

---

DFT (wB97M-V/def2-TZVPD) results for a molecular structure, C6H11N in a non-equilibrium geometry.

The geometry in XYZ format:
```
18
Properties=species:S:1:pos:R:3:nbo_charge:R:1
C -0.880 -0.371 -0.503 -0.020
C 0.154 -0.873 0.323 -0.263
C 1.587 -0.686 -0.228 -0.417
C 1.287 0.708 -0.482 -0.445
C -0.154 1.025 -0.069 -0.209
C 0.065 0.271 1.233 -0.421
H -2.892 -0.845 -0.213 0.360
H -2.640 0.752 -0.631 0.371
H -0.506 -0.631 -1.605 0.152
H -0.176 -1.778 0.854 0.199
H 1.553 -1.581 -0.876 0.237
H 2.197 -1.099 0.790 0.207
H 1.335 0.584 -1.655 0.203
H 1.923 1.663 -0.158 0.234
H -0.489 1.965 -0.062 0.199
H 0.952 0.477 1.782 0.198
H -1.024 0.520 1.590 0.247
N -2.292 -0.101 -0.090 -0.832
```

* total charge: 0
* Kohn-Sham gap: 10.23 eV
* E_LUMO: 1.052 eV
* energy above the lowest of the compared OMol25 structures with the same formula, charge and spin: 131.5 kcal/mol
* E_HOMO: -9.2 eV

---

DFT (wB97M-V/def2-TZVPD) results for C6H11N in the gas phase in a non-equilibrium geometry.

The geometry in XYZ format:
```
18
Properties=species:S:1:pos:R:3:nbo_charge:R:1
C -1.328 -0.999 -2.417 -0.404
C -0.707 0.057 -1.861 -0.189
C -0.307 0.256 -0.421 0.134
C -0.749 -0.624 0.491 -0.251
C -0.110 -1.019 1.810 -0.647
N 0.755 1.168 -0.336 -0.632
C 1.245 1.624 0.951 -0.409
H -1.610 -0.796 -3.440 0.208
H -1.267 -1.966 -1.943 0.206
H -0.370 0.920 -2.425 0.195
H -1.328 -1.461 0.118 0.199
H -0.787 -1.685 2.343 0.213
H 0.047 -0.190 2.503 0.210
H 0.844 -1.544 1.685 0.210
H 1.519 1.054 -0.985 0.381
H 1.918 2.451 0.717 0.201
H 1.806 0.902 1.568 0.172
H 0.430 1.851 1.642 0.203
```

* total charge: 0
* Kohn-Sham gap: 8.84 eV
* E_LUMO: 1.024 eV
* energy above the lowest of the compared OMol25 structures with the same formula, charge and spin: 52.6 kcal/mol
* E_HOMO: -7.8 eV

---

DFT (wB97M-V/def2-TZVPD) results for 2 unconnected molecules or ions with the total composition C6H11N.

The geometry in XYZ format:
```
18
Properties=species:S:1:pos:R:3:nbo_charge:R:1
C 3.136 0.057 0.682 -0.612
C 1.951 -0.558 1.383 -0.428
C 0.846 0.098 1.650 0.419
N -0.159 0.738 1.956 -0.639
H 3.445 -0.553 -0.174 0.212
H 2.902 1.061 0.316 0.216
H 3.996 0.138 1.357 0.215
H 2.001 -1.596 1.702 0.238
H -0.876 0.690 1.226 0.380
C -0.583 -0.368 -1.293 -0.398
C -1.618 0.454 -1.130 -0.199
C -3.048 0.019 -0.988 -0.650
H -0.715 -1.448 -1.330 0.193
H 0.434 0.002 -1.393 0.204
H -1.436 1.530 -1.107 0.197
H -3.482 0.380 -0.048 0.217
H -3.661 0.428 -1.799 0.221
H -3.134 -1.072 -1.010 0.213
```

* total charge: 0
* Kohn-Sham gap: 9.68 eV
* E_LUMO: 1.027 eV
* energy above the lowest of the compared OMol25 structures with the same formula, charge and spin: 48.5 kcal/mol
* E_HOMO: -8.6 eV

---

DFT (wB97M-V/def2-TZVPD) results for C6H11N in the gas phase in a non-equilibrium geometry.

The geometry in XYZ format:
```
18
Properties=species:S:1:pos:R:3:nbo_charge:R:1
C 1.936 0.946 -0.351 -0.448
C 0.742 0.502 0.010 0.151
C 0.464 -0.795 0.652 -0.248
C -0.744 -1.345 0.612 -0.140
C -0.955 -2.768 1.026 -0.647
N -0.440 1.330 -0.195 -0.656
C -0.468 2.190 -1.367 -0.416
H 2.867 0.445 -0.137 0.203
H 2.014 1.856 -0.915 0.196
H 1.333 -1.301 1.066 0.204
H -1.649 -0.780 0.510 0.221
H -1.269 -3.391 0.187 0.219
H -0.119 -3.266 1.525 0.210
H -1.756 -2.876 1.770 0.211
H -0.501 1.893 0.648 0.369
H -0.145 3.212 -1.161 0.174
H -1.491 2.344 -1.729 0.195
H 0.179 1.805 -2.151 0.204
```

* total charge: 0
* Kohn-Sham gap: 9.39 eV
* E_LUMO: 1.102 eV
* energy above the lowest of the compared OMol25 structures with the same formula, charge and spin: 41.2 kcal/mol
* E_HOMO: -8.3 eV

---

DFT (wB97M-V/def2-TZVPD) results for 2 unconnected molecules or ions with the total composition C6H11N in a non-equilibrium geometry.

The geometry in XYZ format:
```
18
Properties=species:S:1:pos:R:3:nbo_charge:R:1
C 0.347 0.383 1.545 -0.494
C -0.654 0.810 0.699 0.101
C -0.399 1.697 -0.462 -0.674
C -2.011 0.100 0.724 -0.655
H 1.385 0.712 1.459 0.193
H -0.017 -0.315 2.309 0.201
H -0.788 2.710 -0.151 0.222
H -0.854 1.456 -1.426 0.235
H 0.679 1.525 -0.542 0.214
H -2.361 -0.074 -0.262 0.230
H -2.738 0.763 1.196 0.211
H -1.913 -0.840 1.114 0.213
C 2.029 -1.588 -0.912 -0.728
C 0.666 -1.294 -1.127 0.318
N -0.412 -0.981 -1.427 -0.358
H 2.635 -1.425 -1.844 0.257
H 1.946 -2.623 -0.768 0.256
H 2.459 -1.017 -0.124 0.259
```

* total charge: 0
* Kohn-Sham gap: 9.58 eV
* E_LUMO: 0.786 eV
* energy above the lowest of the compared OMol25 structures with the same formula, charge and spin: 47.9 kcal/mol
* E_HOMO: -8.8 eV

---

DFT (wB97M-V/def2-TZVPD) results for C6H11N in the gas phase.

The geometry in XYZ format:
```
18
Properties=species:S:1:pos:R:3:nbo_charge:R:1
C -1.838 0.479 -0.495 -0.237
C -1.346 -0.898 -0.099 -0.411
C 0.159 -0.944 -0.352 -0.408
C 0.882 0.017 0.594 -0.355
C 2.375 0.111 0.249 -0.588
C 0.250 1.400 0.708 0.120
N -0.961 1.490 0.170 -0.572
H -1.421 2.387 0.226 0.386
H -1.810 0.613 -1.590 0.194
H -2.879 0.648 -0.178 0.201
H -1.555 -1.034 0.971 0.202
H -1.870 -1.690 -0.643 0.215
H 0.555 -1.962 -0.264 0.211
H 0.352 -0.606 -1.382 0.194
H 0.825 -0.386 1.621 0.223
H 2.815 -0.894 0.220 0.200
H 2.532 0.563 -0.738 0.202
H 2.933 0.704 0.981 0.222
```

* total charge: 0
* Kohn-Sham gap: 8.66 eV
* E_LUMO: 0.946 eV
* energy above the lowest of the compared OMol25 structures with the same formula, charge and spin: 40.7 kcal/mol
* E_HOMO: -7.7 eV

---

DFT (wB97M-V/def2-TZVPD) results for a molecular structure, C6H11N.

The geometry in XYZ format:
```
18
Properties=species:S:1:pos:R:3:nbo_charge:R:1
C -2.833 0.174 -0.086 -0.600
C -1.453 -0.468 -0.280 -0.409
C -0.392 0.041 0.676 -0.450
C 1.782 -0.764 0.066 -0.490
C 2.483 0.451 -0.261 -0.386
C 0.239 1.235 0.436 0.288
N 1.061 2.036 0.136 -0.460
H -3.566 -0.240 -0.790 0.204
H -2.782 1.257 -0.248 0.209
H -3.211 0.006 0.929 0.201
H -1.547 -1.556 -0.160 0.199
H -1.124 -0.294 -1.313 0.198
H -0.540 -0.209 1.728 0.223
H 1.873 -1.191 1.057 0.245
H 1.280 -1.334 -0.708 0.242
H 3.160 0.894 0.458 0.242
H 3.014 -0.804 -0.346 0.301
H 2.556 0.767 -1.293 0.241
```

* total charge: 0
* Kohn-Sham gap: 8.58 eV
* E_LUMO: 0.863 eV
* energy above the lowest of the compared OMol25 structures with the same formula, charge and spin: 103.3 kcal/mol
* E_HOMO: -7.7 eV

---

Repeat the fourth record exactly.
DFT (wB97M-V/def2-TZVPD) results for a molecular structure, C6H11MgN3O3PS in a non-equilibrium geometry.

The geometry in XYZ format:
```
26
Properties=species:S:1:pos:R:3:nbo_charge:R:1
C 3.447 0.122 0.662 -0.604
C 2.000 0.055 0.164 -0.437
C 1.052 0.222 1.365 -0.233
N -0.212 0.915 1.110 -0.621
C -1.187 0.302 0.287 -0.127
N -2.541 0.403 0.964 -0.512
C -3.107 1.463 0.908 0.205
S -4.080 2.626 0.640 0.142
C -1.398 1.038 -1.112 0.749
O -0.813 2.035 -1.381 -0.564
O -2.285 0.471 -1.873 -1.022
P -0.960 -1.532 -0.025 1.273
N -0.446 -1.514 -1.672 -1.311
O -2.471 -2.093 -0.119 -0.991
H 4.104 -0.479 0.050 0.216
H 3.517 -0.212 1.687 0.211
H 3.806 1.140 0.620 0.220
H 1.841 0.844 -0.562 0.211
H 1.830 -0.923 -0.276 0.171
H 0.922 -0.711 1.893 0.208
H 1.588 0.855 2.062 0.218
H 0.015 1.841 0.770 0.400
H 0.108 -2.313 -1.960 0.427
H 0.081 -0.673 -1.898 0.437
H -2.626 -2.711 0.602 0.536
Mg -2.185 -1.170 -2.905 1.797
```

* total charge: +1
* Kohn-Sham gap: 5.00 eV
* E_LUMO: -6.662 eV
* E_HOMO: -11.7 eV